Computed, not measured: a single C4H6O2Si molecule at a distorted geometry, with wB97M-V/def2-TZVPD.

Positions of all 13 atoms, in Å:
C: 0.5091 0.6984 -0.9769
C: 1.0821 0.1042 0.1337
C: -1.7780 0.9435 -0.2999
C: -0.7844 0.3103 -1.4458
O: -2.1005 2.0863 -0.3105
O: 0.9846 -1.7259 2.4849
Si: 0.2868 -1.1562 1.1431
H: 0.9622 1.5903 -1.3862
H: 2.0187 0.5213 0.4940
H: -1.0822 0.7496 -2.3934
H: -0.9746 -0.7596 -1.4166
H: 1.7579 -1.3729 2.9226
H: -0.8815 -1.9893 1.0510

Force components x, y, z for each atom (eV/Å):
0.41 -0.32 0.11
-0.51 -0.63 0.12
-0.62 1.72 0.79
0.33 -0.21 -0.42
0.33 -1.68 0.00
0.23 -0.25 0.50
0.26 1.43 -0.48
0.01 0.09 0.00
-0.04 -0.12 0.12
-0.07 -0.01 -0.02
-0.06 -0.02 -0.07
0.10 0.17 -0.09
-0.36 -0.17 -0.57

Output
Electronic energy: -16214.94907 eV
E_HOMO (spin up / spin down): -7.364 / -6.593 eV
Spin multiplicity: 1
Kohn-Sham gap (spin up / spin down): 7.23 / 6.55 eV

Here are the natural (NBO) charges for atoms 1 to 2, given in e: C -0.148; C -0.854



Computed, not measured: 3 unconnected molecules or ions with the total composition C26H53FN4O4S3, with wB97M-V/def2-TZVPD.

Positions of all 91 atoms, in Å:
C: -2.9625 4.4150 -0.2737
C: -1.5268 4.6451 -0.7380
N: -0.5577 4.2157 0.2867
C: -0.1784 5.2983 1.2283
C: 1.2983 5.3977 1.5717
C: 0.4961 3.4250 -0.2272
S: 1.3824 3.7933 -1.5423
S: 0.7293 1.8093 0.4365
C: 0.4436 1.7977 2.2213
C: -0.8786 2.3437 2.7578
C: -1.4071 1.4364 3.8604
N: -2.6131 1.9853 4.5314
S: -2.4598 3.1399 5.6942
O: -3.4213 2.9434 6.7069
O: -2.2209 4.4309 5.1443
F: -1.0896 2.6821 6.3183
H: -3.3299 5.2322 0.3505
H: -3.0215 3.4883 0.3003
H: -3.6338 4.3273 -1.1299
H: -1.3311 4.0904 -1.6533
H: -1.3696 5.7029 -0.9759
H: -0.5120 6.2459 0.7947
H: -0.7461 5.1754 2.1539
H: 1.9091 5.6649 0.7111
H: 1.6881 4.4664 1.9908
H: 1.4179 6.1791 2.3241
H: 0.4836 0.7204 2.4145
H: 1.3046 2.2453 2.7173
H: -0.7311 3.3422 3.1672
H: -1.6101 2.4159 1.9513
H: -1.7154 0.4704 3.4558
H: -0.6408 1.2571 4.6106
H: -3.1818 2.4494 3.8217
C: -4.2505 -1.9909 -0.8209
C: -2.9032 -1.3888 -0.4130
C: -1.7780 -1.8501 -1.3468
C: -1.4183 -3.3216 -1.1691
C: -1.0535 -3.6219 0.2818
C: -2.1147 -3.1781 1.2983
N: -2.5070 -1.7574 0.9949
O: -1.7703 -0.8838 1.5710
C: -3.3237 -4.1173 1.2800
C: -1.5359 -3.2040 2.7092
C: -3.0336 0.1254 -0.4529
H: -4.6004 -1.4653 -1.7102
H: -4.2014 -3.0446 -1.0734
H: -4.9923 -1.8558 -0.0325
H: -0.8851 -1.2509 -1.1463
H: -2.0815 -1.6409 -2.3767
H: -2.2329 -3.9678 -1.5100
H: -0.5566 -3.5474 -1.7991
H: -0.8866 -4.6939 0.4204
H: -0.1098 -3.1188 0.5132
H: -4.1344 -3.7134 1.8885
H: -3.0202 -5.0732 1.7078
H: -3.7067 -4.3189 0.2859
H: -0.6142 -2.6330 2.7758
H: -1.3272 -4.2422 2.9737
H: -2.2462 -2.7964 3.4292
H: -3.7701 0.4774 0.2721
H: -3.3472 0.4481 -1.4472
H: -2.0760 0.5773 -0.2155
C: 3.1248 -0.7082 -4.4020
C: 2.6446 -0.6577 -2.9485
C: 3.5915 0.1713 -2.0753
C: 4.9359 -0.5069 -1.8350
C: 4.7509 -1.8995 -1.2383
C: 3.8014 -2.7984 -2.0419
N: 2.5413 -2.0289 -2.3372
O: 1.6656 -2.1094 -1.4136
C: 4.4736 -3.3069 -3.3203
C: 3.4101 -4.0205 -1.2158
C: 1.2496 -0.0411 -2.9471
H: 2.9113 0.2570 -4.8623
H: 4.1905 -0.8812 -4.5082
H: 2.5903 -1.4774 -4.9612
H: 3.1035 0.3502 -1.1140
H: 3.7217 1.1484 -2.5468
H: 5.5173 -0.5591 -2.7599
H: 5.5233 0.1001 -1.1432
H: 5.7121 -2.4152 -1.1613
H: 4.3573 -1.8035 -0.2217
H: 3.7490 -3.8165 -3.9572
H: 5.2452 -4.0246 -3.0398
H: 4.9556 -2.5290 -3.9020
H: 3.0105 -3.7403 -0.2456
H: 4.3011 -4.6338 -1.0676
H: 2.6592 -4.6159 -1.7361
H: 0.5492 -0.6632 -3.5074
H: 1.3087 0.9394 -3.4223
H: 0.8683 0.0864 -1.9377

Force components x, y, z for each atom (eV/Å):
-0.02 0.05 0.03
-0.07 -0.01 0.08
0.40 0.15 -0.11
-0.18 -0.13 0.14
0.03 0.05 0.08
-0.18 -0.06 0.12
-0.04 -0.06 -0.18
0.37 0.08 -0.13
-0.32 -0.09 -0.01
0.06 -0.06 0.06
-0.07 -0.05 0.05
0.10 0.37 -0.04
0.64 -0.15 -0.04
-0.39 0.06 0.14
-0.06 0.06 -0.04
-0.12 -0.04 -0.13
0.05 -0.06 0.06
-0.03 0.00 -0.07
0.01 0.06 0.01
-0.03 -0.09 0.07
0.01 -0.04 -0.09
0.08 0.00 -0.03
-0.05 0.01 0.00
-0.03 -0.05 -0.03
-0.02 0.04 -0.02
0.02 -0.05 0.02
0.06 0.02 -0.04
-0.03 0.03 0.01
-0.04 0.07 -0.07
-0.01 -0.01 0.03
0.11 0.08 -0.05
-0.05 -0.04 0.06
-0.23 -0.29 0.07
-0.01 0.01 0.11
-0.20 0.01 0.05
0.07 -0.02 0.02
-0.03 0.00 -0.03
0.10 0.03 -0.05
-0.16 -0.03 0.14
0.46 -0.17 -0.37
-0.17 0.08 0.18
-0.05 0.09 0.01
0.05 -0.08 -0.02
0.10 0.15 -0.01
0.00 0.01 0.01
0.01 -0.03 -0.02
0.00 0.00 -0.01
-0.03 0.01 0.04
0.01 -0.03 -0.01
-0.03 0.01 0.04
0.00 -0.02 0.00
0.03 0.01 0.00
-0.03 0.06 -0.01
0.00 -0.01 0.00
-0.01 0.01 0.02
0.01 -0.01 -0.04
0.00 0.01 0.00
0.01 0.03 0.01
-0.02 -0.02 0.00
-0.02 -0.03 0.00
0.02 -0.09 -0.01
0.02 0.19 -0.04
-0.04 -0.04 0.00
-0.09 -0.07 -0.21
0.04 0.05 0.04
0.00 -0.03 -0.04
0.01 0.03 0.06
-0.08 -0.18 -0.17
0.46 0.33 0.26
-0.35 -0.19 0.06
-0.08 0.02 -0.03
0.09 0.00 0.04
0.02 0.07 0.03
-0.01 -0.01 -0.01
0.03 0.01 0.00
0.00 0.00 0.00
-0.06 -0.01 0.02
0.02 0.02 0.03
-0.03 -0.02 -0.02
0.03 0.00 -0.03
0.01 0.02 0.04
-0.06 0.01 -0.03
0.01 0.00 -0.01
-0.02 -0.01 0.00
0.03 0.02 0.00
-0.03 0.01 0.00
-0.03 0.00 0.01
0.01 -0.01 -0.01
0.01 -0.01 -0.01
-0.02 -0.01 0.01
0.01 0.00 -0.02

Output
Electronic energy: -77191.71927 eV
Expectation value of S²: 2.008
E_HOMO (spin up / spin down): -8.059 / -8.391 eV
Spin multiplicity: 3
Kohn-Sham gap (spin up / spin down): 7.82 / 8.14 eV

Here are the Mulliken charges for atoms 1 to 2, given in e: C -0.966; C -0.756